DFT (ωB97M-V with the def2-TZVPD basis set) results for a single C6H7P molecule.

Results
Largest force on an atom ... 3.91 eV/A
M ... 110.10 g/mol
ΔE to the lowest compared entry with this formula, charge and spin ... 108.0 kcal per mole
Total energy ... -15619.0336 eV
Gap between HOMO and LUMO ... 10.4 eV
SMILES string ... C#CCPCC#C
HOMO energy ... -0.3455 hartree

Geometry (Å):
C (2.54, -0.82, -0.35)
C (1.34, -1.02, -0.30)
C (-0.06, -1.36, -0.49)
P (-1.15, -0.69, 0.92)
C (-0.49, 0.97, 0.81)
C (-1.16, 1.66, -0.48)
C (-1.74, 2.00, -1.47)
H (3.64, -0.69, -0.26)
H (-0.38, -0.97, -1.50)
H (-0.06, -2.39, -0.29)
H (-0.18, -1.02, 1.84)
H (0.63, 0.85, 0.83)
H (-0.77, 1.47, 1.81)
H (-2.06, 2.43, -2.31)

Here are the Löwdin charges for atoms 1 to 6, given in e:
1 C 0.100
2 C -0.276
3 C -0.411
4 P 0.866
5 C -0.474
6 C -0.149

---

DFT (ωB97M-V with the def2-TZVPD basis set) results for a molecular structure, C6H8.

Results
Largest force on an atom ... 1.48 eV/A
M ... 80.13 g/mol
ΔE to the lowest compared entry with this formula, charge and spin ... 115.1 kcal per mole
Total energy ... -6345.7923 eV
Gap between HOMO and LUMO ... 8.9 eV
HOMO energy ... -0.2869 hartree

Geometry (Å):
C (0.08, -0.81, 1.03)
C (-0.97, -0.64, -0.07)
C (-0.77, 0.74, -0.69)
C (0.17, 1.65, 0.04)
C (1.06, -0.17, 0.07)
C (0.11, -0.39, -1.10)
H (0.35, -1.86, 1.17)
H (-0.07, -0.33, 2.00)
H (-1.88, -1.22, -0.18)
H (-1.58, 1.12, -1.31)
H (1.26, 1.24, 0.02)
H (-0.17, 1.88, 1.06)
H (2.13, -0.42, 0.07)
H (0.28, -0.78, -2.10)

Here are the Löwdin charges for atoms 1 to 6, given in e:
1 C -0.139
2 C -0.181
3 C -0.275
4 C 0.023
5 C -0.123
6 C -0.170